# 1
C39H39BrN9O2SV | wB97M-V/def2-TZVPD

Expectation value of S²: 3.83
LUMO (spin up / spin down), eV: 1.98 / 1.96
Spin multiplicity: 4
Charge: -1

The geometry in XYZ format:
```
92
Properties=species:S:1:pos:R:3:forces:R:3
V -0.719 -0.105 0.242 0.84 2.20 1.22
C 0.977 -0.132 2.193 -0.17 -0.14 -0.17
C 1.836 0.914 1.882 0.05 -0.07 -0.19
C 1.086 2.132 1.848 0.07 0.12 0.05
C -0.236 1.830 2.081 -0.10 -0.14 0.23
C -0.366 0.402 2.309 0.05 0.38 0.75
C -1.336 -0.075 3.377 0.04 0.03 -0.14
C -1.369 2.801 2.206 0.04 -0.01 -0.09
C 1.651 3.508 1.638 -0.03 -0.09 -0.10
C 3.308 0.806 1.612 -0.06 0.02 -0.04
C 1.372 -1.545 2.534 0.02 0.10 -0.02
H -1.207 0.519 4.290 0.02 -0.03 0.00
H -1.157 -1.120 3.627 -0.04 -0.02 -0.04
H -2.378 0.008 3.063 -0.01 0.00 0.01
H -1.410 3.230 3.214 -0.02 0.01 0.01
H -2.325 2.314 2.012 -0.01 0.01 -0.01
H -1.269 3.630 1.501 -0.01 0.00 0.01
H 1.759 4.039 2.589 0.01 0.01 -0.02
H 1.004 4.116 0.999 0.02 -0.01 0.01
H 2.639 3.476 1.170 -0.05 0.01 0.01
H 3.857 1.623 2.087 -0.01 -0.02 0.01
H 3.521 0.835 0.537 0.01 -0.02 0.06
H 3.710 -0.134 1.994 0.01 0.02 -0.01
H 0.531 -2.229 2.406 0.01 0.00 -0.01
H 1.703 -1.622 3.575 0.00 -0.02 0.00
H 2.200 -1.897 1.910 -0.01 0.01 0.04
Br 2.358 0.315 -8.026 0.02 0.02 0.03
C 1.204 1.585 -7.187 0.10 0.10 -0.03
C 1.617 2.905 -7.038 -0.09 0.01 0.04
C 0.776 3.819 -6.430 0.04 -0.07 0.06
C -0.490 3.441 -5.922 -0.10 0.02 -0.04
C -0.864 2.084 -6.077 0.07 -0.14 -0.08
C -0.038 1.181 -6.726 -0.13 0.03 0.16
N -1.331 4.414 -5.455 0.29 -0.10 -0.01
N -2.362 4.080 -4.699 -0.04 0.22 0.18
C -2.245 3.218 -3.648 -0.22 -0.22 0.14
C -3.431 2.595 -3.216 0.24 0.09 -0.18
C -3.469 1.682 -2.169 -0.06 -0.05 0.21
C -2.329 1.358 -1.462 0.02 -0.23 0.20
O -2.301 0.451 -0.450 -0.95 0.50 -0.76
C -1.124 1.989 -1.812 0.24 0.10 0.15
N -0.040 1.636 -1.041 -0.08 0.05 -0.41
C 1.090 2.292 -1.224 -0.18 -0.26 0.12
C 1.211 3.346 -2.129 -0.12 0.18 -0.19
C 0.145 3.670 -2.946 0.27 0.03 0.10
C -1.056 2.957 -2.853 -0.17 -0.04 -0.07
H 2.588 3.212 -7.407 0.00 0.02 -0.01
H 1.069 4.858 -6.332 0.01 -0.03 -0.03
H -1.839 1.769 -5.726 0.05 -0.02 -0.03
H -0.361 0.159 -6.884 0.00 0.01 0.05
H -4.327 2.831 -3.775 -0.03 0.00 0.04
H -4.402 1.211 -1.879 0.01 0.01 -0.03
H 1.931 1.972 -0.625 -0.01 -0.01 -0.01
H 2.141 3.896 -2.193 -0.01 -0.01 0.02
H 0.229 4.496 -3.637 -0.04 -0.04 -0.12
N -0.713 -3.100 -3.899 0.26 0.00 -0.04
N -0.268 -2.669 -2.658 -0.10 -0.24 -0.18
N 0.575 -3.363 -1.930 0.05 0.01 -0.01
C 0.715 -2.574 -0.877 -0.05 0.04 -0.09
N -0.022 -1.462 -1.010 0.90 -1.17 -1.20
N -0.645 -1.539 -2.162 0.03 0.09 0.02
H -1.113 -4.023 -3.776 -0.08 -0.01 0.02
H -1.425 -2.440 -4.192 -0.04 0.03 0.01
H 1.334 -2.794 -0.027 -0.05 0.02 0.00
N -5.829 -7.950 3.881 -0.02 -0.03 0.01
C -5.246 -7.060 3.446 0.17 0.32 -0.15
C -4.507 -5.942 2.904 -0.13 -0.21 0.14
C -3.885 -6.050 1.663 0.04 -0.03 -0.11
C -3.155 -4.991 1.158 -0.03 -0.03 0.00
C -3.025 -3.793 1.873 0.07 0.12 -0.05
C -3.664 -3.698 3.119 -0.03 -0.03 0.00
C -4.394 -4.756 3.628 0.01 0.09 0.06
C -2.272 -2.692 1.356 0.01 -0.13 0.04
C -1.648 -1.710 0.979 -0.78 -1.24 0.59
H -3.985 -6.970 1.099 0.04 0.02 0.00
H -2.669 -5.073 0.194 -0.01 -0.02 0.00
H -3.573 -2.774 3.673 -0.02 -0.02 0.02
H -4.887 -4.671 4.588 0.03 0.01 0.00
O 2.684 -0.288 -1.477 0.20 -0.19 -0.31
S 2.833 -0.777 -2.892 -0.11 0.12 0.32
C 4.611 -0.586 -3.302 -0.01 -0.03 -0.14
C 4.767 0.594 -4.268 0.00 0.07 0.10
C 3.579 1.517 -4.007 0.03 -0.03 0.02
C 2.381 0.585 -3.990 -0.08 0.00 -0.03
H 4.989 -1.532 -3.691 0.01 0.04 0.02
H 5.058 -0.392 -2.326 0.00 -0.01 0.00
H 4.734 0.246 -5.303 -0.01 -0.02 -0.01
H 5.722 1.100 -4.117 0.01 -0.03 0.00
H 3.473 2.298 -4.760 -0.04 -0.02 -0.03
H 3.676 1.994 -3.028 0.01 0.01 -0.03
H 2.208 0.141 -4.975 -0.03 0.06 -0.01
H 1.453 1.023 -3.619 0.01 -0.06 -0.04
```
Positions in Å, forces in eV/Å.

---

# 2
C39H39ClFN6O5PbS | wB97M-V/def2-TZVPD

LUMO, eV: -6.06
Charge: +1

The geometry in XYZ format:
```
93
Properties=species:S:1:pos:R:3:forces:R:3
Pb 0.845 -0.053 0.449 0.36 -0.25 0.07
C -1.983 3.286 -1.787 -1.11 -1.68 -1.50
C -2.658 2.055 -1.743 -0.82 0.13 0.46
C -3.087 1.933 -0.363 2.00 -1.34 -0.43
C -2.497 3.017 0.472 0.72 2.44 -1.72
C -1.910 3.902 -0.450 -0.95 0.93 4.02
C -1.369 5.351 -0.198 -1.39 -0.66 -0.10
C -2.564 3.133 1.976 0.59 0.57 -0.31
C -3.717 0.710 0.217 -0.66 -0.18 -2.69
C -2.979 1.046 -2.869 -0.23 -0.55 0.40
C -1.387 3.886 -2.974 1.81 -0.91 -0.28
H -2.136 6.185 -0.459 0.86 -1.64 0.70
H -0.538 5.578 -0.842 0.55 -0.21 -0.22
H -1.026 5.431 0.851 -0.37 0.15 -0.55
H -3.457 3.695 2.365 0.88 -0.61 -0.39
H -1.624 3.678 2.201 -0.77 -0.06 0.41
H -2.454 2.157 2.474 -0.35 0.26 -0.21
H -4.582 0.889 0.823 -0.15 0.38 0.92
H -2.994 0.028 0.698 -0.05 0.52 0.00
H -4.140 0.169 -0.670 0.44 0.03 0.96
H -3.346 1.527 -3.798 0.19 -0.15 0.65
H -3.770 0.287 -2.539 1.04 1.25 -0.46
H -2.095 0.422 -3.145 -0.48 0.58 0.28
H -1.920 4.730 -3.407 -0.18 0.14 0.19
H -1.241 3.098 -3.724 -0.39 0.33 -0.11
H -0.337 4.208 -2.734 -0.84 0.13 0.07
N 4.006 3.486 -6.987 1.44 0.10 -1.35
C 3.747 3.544 -5.659 0.46 1.54 2.03
C 2.478 3.178 -5.141 0.93 -0.06 0.90
C 2.273 3.118 -3.746 -0.27 0.42 -1.25
C 3.249 3.551 -2.847 -0.65 -0.93 -0.80
C 4.453 4.047 -3.348 0.02 -0.26 -0.79
C 4.686 4.147 -4.731 -0.96 -1.00 -0.09
S 2.823 3.151 -1.179 1.20 -1.00 1.05
O 1.560 3.813 -0.859 0.30 0.37 -0.06
O 4.012 3.398 -0.348 -1.69 0.00 -0.89
N 2.350 1.560 -1.102 1.29 -0.15 -0.07
C 3.326 0.580 -1.234 -2.00 1.04 0.08
N 2.923 -0.634 -0.739 -0.20 0.87 0.60
C 3.851 -1.560 -0.540 0.63 -0.40 -1.66
C 5.145 -1.342 -1.016 -0.04 0.71 0.45
C 5.375 -0.151 -1.705 -0.83 -0.39 0.96
N 4.477 0.814 -1.833 0.41 -0.25 -0.05
H 3.309 3.093 -7.581 -0.25 -0.21 -0.22
H 4.955 3.526 -7.428 -1.49 0.07 1.20
H 1.717 2.931 -5.862 -0.31 -0.35 0.08
H 1.324 2.730 -3.345 0.49 0.17 -0.32
H 5.261 4.264 -2.680 0.15 0.45 0.40
H 5.585 4.650 -5.112 -0.32 -0.51 0.22
H 3.521 -2.552 -0.263 -0.01 0.08 0.77
H 5.995 -1.949 -0.763 -0.12 -0.59 -0.20
H 6.323 0.059 -2.110 1.10 0.11 -0.59
C -1.568 -5.986 4.676 -1.54 -0.05 -0.95
C -2.097 -6.254 3.214 0.34 -0.45 1.52
C -3.575 -6.617 3.354 -0.30 1.22 -0.41
C -4.332 -6.522 2.050 0.81 -1.55 -0.83
C -4.016 -5.290 1.283 -1.25 0.13 -0.65
C -4.982 -4.696 0.467 0.26 2.30 -0.77
C -4.625 -3.519 -0.280 1.84 -0.95 1.45
F -5.532 -2.762 -0.900 -0.57 -0.29 -0.38
C -3.301 -3.060 -0.300 -1.15 -0.51 -0.06
C -2.329 -3.600 0.538 -1.54 -1.48 0.02
C -0.985 -3.027 0.493 0.29 -0.35 1.34
O -0.686 -2.079 -0.278 -0.11 -0.29 0.38
C -0.092 -3.625 1.475 0.12 0.33 -0.41
C -0.495 -4.729 2.202 -0.76 1.17 0.25
N -1.832 -5.136 2.298 2.26 -0.65 0.26
C -2.756 -4.723 1.383 1.89 2.57 -1.04
C 1.315 -3.013 1.769 0.16 -3.42 -0.17
O 2.234 -3.838 1.922 -0.96 1.40 -0.12
O 1.362 -1.760 1.905 0.13 1.34 -0.18
H -1.838 -6.842 5.295 0.23 -0.13 -0.14
H -2.141 -5.151 5.104 0.38 0.04 -0.20
H -0.518 -5.811 4.728 0.70 0.15 0.11
H -1.547 -7.082 2.788 0.05 -0.51 0.04
H -4.048 -5.926 4.061 0.17 -0.10 0.08
H -3.673 -7.611 3.738 0.13 -0.53 0.42
H -5.377 -6.662 2.149 -1.21 0.37 0.58
H -4.122 -7.444 1.454 0.44 0.74 0.01
H -6.051 -4.943 0.455 0.60 -0.42 0.09
H -2.982 -2.286 -0.974 -0.15 0.37 -0.11
H 0.296 -5.187 2.837 -1.08 0.15 -0.38
Cl 3.843 0.903 5.962 0.01 0.12 -0.02
C 3.216 1.541 4.494 -0.62 0.06 -1.33
C 3.285 2.895 4.172 0.22 -0.18 1.20
C 2.719 3.376 3.012 -0.33 0.18 -1.10
C 2.151 2.448 2.135 0.01 0.22 0.59
N 2.095 1.139 2.415 -0.10 0.24 -0.07
C 2.594 0.698 3.583 0.14 0.22 -0.02
H 3.747 3.466 4.959 0.11 0.78 -0.25
H 2.673 4.424 2.650 0.40 -0.72 0.79
H 1.704 2.832 1.212 0.15 -0.46 0.23
H 2.505 -0.340 3.833 -0.13 -0.49 -0.32
```
Positions in Å, forces in eV/Å.

---

# 3
C39H39N3O6PdSe2Te | wB97M-V/def2-TZVPD

LUMO, eV: 0.22

The geometry in XYZ format:
```
91
Properties=species:S:1:pos:R:3:forces:R:3
Pd 0.644 0.161 -0.483 -0.68 -0.16 -0.52
O 5.039 -5.316 -0.204 -0.03 0.02 0.01
C 5.617 -4.168 0.423 0.01 0.02 0.00
C 4.662 -2.975 0.311 0.08 -0.11 -0.13
C 4.439 -2.612 -1.165 -0.02 0.02 -0.03
O 3.711 -3.584 -1.897 0.09 -0.03 0.05
C 5.332 -1.813 1.041 0.03 0.04 0.05
Se 4.149 -0.263 1.134 0.07 0.12 0.05
C 3.352 -3.310 1.010 -0.25 0.10 0.16
Se 2.299 -1.688 1.440 0.31 -0.09 0.02
H 5.645 -6.058 -0.123 0.00 0.01 -0.01
H 6.567 -3.915 -0.062 0.00 0.01 0.01
H 5.812 -4.376 1.481 0.00 0.00 0.00
H 5.416 -2.429 -1.631 0.01 0.01 0.02
H 3.867 -1.685 -1.226 0.00 0.02 0.01
H 4.106 -4.446 -1.707 0.00 -0.01 -0.01
H 6.236 -1.486 0.524 -0.01 0.01 0.01
H 5.597 -2.114 2.056 0.02 -0.01 -0.02
H 3.541 -3.815 1.956 0.02 -0.04 -0.03
H 2.728 -3.946 0.383 0.00 0.00 0.02
C -5.956 1.475 0.965 0.05 -0.01 0.00
C -4.454 1.372 0.901 0.02 0.13 0.02
C -3.639 2.505 1.020 -0.12 -0.13 -0.07
C -2.266 2.411 1.018 -0.04 0.17 0.09
C -1.467 3.688 1.010 0.22 -0.24 -0.07
O -1.615 4.460 0.086 -0.12 0.10 0.06
C -0.537 4.021 2.135 -0.03 0.09 0.02
C -0.125 5.348 2.257 -0.08 0.05 0.07
C 0.710 5.730 3.293 -0.19 0.05 0.13
C 1.155 4.781 4.206 -0.09 0.02 0.07
C 0.757 3.457 4.081 0.00 0.05 0.03
C -0.095 3.077 3.055 -0.04 0.00 0.09
C -1.618 1.162 0.876 0.08 0.08 0.05
O -0.327 1.123 0.994 0.04 0.05 0.08
C -2.428 0.029 0.629 -0.17 -0.06 -0.02
C -3.829 0.162 0.697 0.12 -0.05 -0.01
C -1.860 -1.261 0.243 0.10 -0.07 -0.11
N -0.669 -1.421 -0.241 -0.17 -0.03 0.05
C -0.245 -2.771 -0.674 0.03 0.00 0.06
C 0.596 -2.789 -1.948 0.10 0.00 -0.02
Te 1.017 -0.855 -2.757 0.06 0.16 -0.01
C -1.012 -0.518 -3.280 0.02 -0.09 -0.16
C -1.653 -1.468 -4.068 0.01 0.04 0.03
C -2.997 -1.317 -4.387 0.00 -0.01 0.02
C -3.701 -0.216 -3.919 -0.01 -0.01 -0.01
C -3.055 0.740 -3.146 0.01 -0.01 0.01
C -1.710 0.597 -2.834 0.00 -0.01 0.05
C -2.777 -2.441 0.366 0.01 0.04 -0.03
C -2.836 -3.155 1.554 -0.01 -0.01 0.01
C -3.687 -4.247 1.664 0.00 0.00 0.00
C -4.482 -4.622 0.591 0.01 0.02 -0.01
C -4.428 -3.900 -0.596 -0.01 -0.01 0.01
C -3.579 -2.810 -0.710 0.00 -0.02 0.00
H -6.279 2.514 0.907 0.00 0.00 -0.01
H -6.342 1.060 1.899 -0.02 0.00 0.00
H -6.424 0.931 0.143 -0.02 0.00 0.01
H -4.095 3.487 1.100 0.00 0.00 0.00
H -0.479 6.066 1.529 0.00 0.01 0.00
H 1.015 6.764 3.390 0.01 0.00 0.00
H 1.812 5.073 5.015 0.01 0.00 0.00
H 1.117 2.715 4.781 0.00 0.00 -0.01
H -0.382 2.041 2.943 0.03 0.08 0.07
H -4.444 -0.718 0.563 -0.01 0.01 -0.02
H -1.116 -3.404 -0.810 -0.02 0.01 -0.02
H 0.327 -3.214 0.144 0.04 0.05 0.04
H 0.136 -3.393 -2.729 -0.07 0.00 0.02
H 1.591 -3.199 -1.769 -0.07 -0.02 0.00
H -1.109 -2.329 -4.439 -0.02 -0.01 -0.01
H -3.490 -2.058 -5.004 0.00 0.00 0.00
H -4.749 -0.100 -4.163 0.00 0.00 0.00
H -3.595 1.603 -2.775 0.00 0.00 0.00
H -1.212 1.350 -2.239 0.00 0.00 0.01
H -2.218 -2.854 2.392 0.00 0.00 0.00
H -3.730 -4.802 2.592 0.00 0.00 0.00
H -5.146 -5.472 0.679 0.00 0.00 0.00
H -5.051 -4.187 -1.433 0.00 0.00 0.00
H -3.531 -2.240 -1.631 0.00 0.01 -0.02
C 2.901 4.616 1.164 0.04 -0.14 0.02
N 2.398 3.911 -0.005 -0.01 -0.06 -0.08
C 2.299 4.504 -1.225 0.03 0.09 0.10
C 1.894 3.838 -2.316 -0.07 -0.11 -0.21
C 1.499 2.448 -2.193 0.06 0.17 0.42
O 1.096 1.783 -3.155 -0.03 -0.05 -0.16
N 1.567 1.911 -0.932 0.17 -0.29 0.08
C 2.081 2.564 0.156 -0.01 0.15 0.00
O 2.259 2.030 1.240 0.18 -0.10 -0.05
H 2.957 5.678 0.932 -0.01 0.01 0.00
H 3.888 4.245 1.439 0.03 0.00 -0.01
H 2.227 4.460 2.004 0.25 -0.05 -0.23
H 2.568 5.552 -1.255 0.01 -0.01 -0.01
H 1.810 4.315 -3.279 0.02 0.01 0.01
```
Positions in Å, forces in eV/Å.